Formula: C3H8N2O
Source: OMol25
Level of theory: the ωB97M-V functional and the def2-TZVPD basis

Output
**Energy above the lowest of the compared OMol25 structures with the same formula, charge and spin**: 2.322 eV
**Maximum force**: 0.085 hartree/bohr
**SMILES**: CNC(=O)NC
**E_HOMO**: -8.86 eV

Last column: Löwdin charge in e.
Element x y z (Å)
1 H 1.2293 -2.3129 -0.4169  0.07
2 H -0.8202 -1.0487 1.3529  0.12
3 N -0.0293 -1.0313 0.7324  -0.06
4 C 0.4084 0.1021 0.1206  -0.61
5 C 0.5437 -2.3904 0.4352  -0.05
6 H -1.1252 2.9640 -0.4752  0.08
7 C -0.3958 2.2101 -0.7719  -0.09
8 H -1.5119 0.7269 0.2361  0.12
9 N -0.5746 1.0518 0.0616  -0.01
10 H -0.3041 -3.0303 0.0894  0.09
11 H 0.6129 2.5914 -0.6144  0.08
12 O 1.5320 0.2368 -0.3419  0.05
13 H 0.9509 -2.0546 1.4330  0.11
14 H -0.5160 1.9850 -1.8409  0.09

---

Formula: C2H9PSi
Source: OMol25
Level of theory: the ωB97M-V functional and the def2-TZVPD basis

Output
**Energy above the lowest of the compared OMol25 structures with the same formula, charge and spin**: 4.119 eV
**Maximum force**: 0.052 hartree/bohr
**E_HOMO (alpha / beta)**: -9.31 / -7.67 eV

Last column: Löwdin charge in e.
Element x y z (Å)
1 P -2.2835 -1.0620 0.1163  0.52
2 H 2.0170 -0.1462 0.8955  0.05
3 H 0.5311 -0.0386 -2.9916  -0.03
4 H 0.7558 -0.6876 1.9453  0.02
5 H 0.4876 2.0992 -0.9520  -0.03
6 H -1.7838 -2.3470 -0.3007  -0.16
7 C 1.0823 -0.8366 0.9252  -0.32
8 C 0.1445 1.7995 0.0044  -0.26
9 H -0.6824 2.3446 0.4612  0.02
10 H 1.0333 1.6992 0.6501  0.00
11 H -2.6343 -0.8628 -1.1973  -0.22
12 Si -0.1782 -0.1249 -0.2863  0.39
13 H 1.5106 -1.8370 0.7299  0.02

---

Formula: C32H43Cl2O2P3Zr
Source: OMol25
Level of theory: the ωB97M-V functional and the def2-TZVPD basis

Output
**Energy above the lowest of the compared OMol25 structures with the same formula, charge and spin**: 0.000 eV
**Maximum force**: 0.067 hartree/bohr
**Total charge**: +2
**E_HOMO**: -12.48 eV

Last column: Löwdin charge in e.
Element x y z (Å)
1 H -1.8399 0.6761 -5.0113  0.08
2 H -3.2706 -2.3255 -4.5527  0.06
3 C 0.3390 -2.2327 -7.0325  -0.06
4 H 0.5945 -3.2452 -6.7310  0.11
5 H -2.2924 -1.1037 -0.0682  0.02
6 C 0.7147 -1.1666 -6.2188  -0.09
7 H -1.2184 -0.5303 -9.5133  0.12
8 C -1.6880 4.3892 -6.4176  -0.06
9 H -0.6294 -2.8588 -8.8613  0.12
10 H -4.3018 -1.9381 0.0520  0.07
11 C 2.7948 1.6696 -6.2001  -0.30
12 H 4.6573 0.8924 -8.9587  0.12
13 H 3.2010 -3.3073 -1.4727  0.06
14 H -3.6239 -3.4502 -0.6557  0.08
15 C 0.2931 3.0071 -6.2237  -0.30
16 H 2.3824 -2.1489 -2.5787  0.04
17 H -2.6904 4.6437 -6.0699  0.11
18 H 1.5131 -2.6373 2.0245  0.03
19 H -1.3795 2.9109 -4.8539  0.10
20 H -0.2729 -3.7531 0.1999  0.05
21 C 4.4042 1.3580 -8.0063  -0.05
22 O -0.8172 2.1446 0.0732  -0.21
23 H 1.8792 3.4899 -7.6278  0.11
24 C -1.6456 -0.7473 -0.8949  -0.27
25 C 0.1377 4.7174 -7.9516  -0.05
26 H 2.5158 0.3193 -7.8738  0.11
27 P 1.4050 -2.1024 -0.3592  0.67
28 H -1.7289 5.7965 -8.0541  0.12
29 H -0.1674 2.4023 2.5916  0.06
30 H -0.1401 -3.5069 -1.5604  0.03
31 C -4.9737 -0.3911 -2.6005  -0.16
32 H 3.3844 3.0719 -4.6621  0.11
33 C 3.1853 1.0427 -7.4010  -0.07
34 C -3.7012 -2.8157 -3.6726  -0.16
35 C -0.6793 -0.7139 -8.5822  -0.06
36 C -1.2688 3.0472 0.8452  -0.37
37 H -5.2829 -2.9256 -1.0648  0.08
38 C 3.6776 2.5892 -5.5948  -0.07
39 H 1.2598 -1.3482 -5.2878  0.11
40 C -0.0747 0.5123 -3.1375  -0.11
41 H -4.5737 0.3334 -3.3196  0.06
42 H -2.5363 4.7372 1.0344  0.10
43 C -0.3209 0.3676 -7.7805  -0.06
44 C -0.7327 3.2573 2.1999  0.01
45 H 5.5740 3.6074 -5.7361  0.12
46 H -3.1229 -3.7096 -3.4055  0.07
47 C -2.0837 -0.8859 -2.1627  -0.35
48 H -5.2420 0.1083 -1.6601  0.07
49 H -0.0721 4.1387 2.1943  0.13
50 C 0.3955 0.1454 -6.5914  -0.33
51 P -3.7326 -1.6541 -2.3068  0.88
52 C 0.4329 -3.6190 -0.6304  -0.27
53 Cl 2.4387 1.0880 -0.4390  -0.05
54 C -0.3545 -2.0177 -8.2244  -0.05
55 C 0.8620 3.7233 -7.2994  -0.06
56 P 1.0791 1.4988 -5.6040  1.08
57 C -2.3489 3.9202 0.3322  0.02
58 C 4.9044 2.8834 -6.2027  -0.06
59 O -2.2427 0.2994 -4.2071  -0.07
60 Zr 0.1322 0.3329 -0.1430  0.95
61 H -3.2671 3.3367 0.2130  0.12
62 H 2.8703 -3.3734 1.1039  0.06
63 Cl -0.2897 -0.3457 2.1094  0.05
64 C 2.7669 -2.2998 -1.5601  -0.27
65 C 2.2481 -2.4772 1.2258  -0.29
66 H 1.0966 -4.4933 -0.7065  0.06
67 C -1.2676 -0.3694 -3.3783  -0.41
68 C -0.9738 3.3881 -5.7470  -0.07
69 H -5.8579 -0.8942 -3.0105  0.07
70 C -4.2626 -2.5737 -0.8441  -0.17
71 C 0.8299 1.1043 -3.9143  -0.30
72 H -0.5930 1.3841 -8.0692  0.11
73 H 3.5257 -1.5336 -1.3565  0.03
74 H 0.5781 5.2217 -8.8077  0.12
75 C -1.1497 5.0444 -7.5207  -0.05
76 H -0.8726 -1.2590 -3.9082  0.13
77 H 2.8788 -1.6232 1.5021  0.04
78 H -2.0638 4.3374 -0.6372  0.11
79 H 6.2059 2.5322 -7.8893  0.12
80 H 1.6991 1.4550 -3.3105  0.04
81 C 5.2672 2.2769 -7.4063  -0.05
82 H -1.5763 3.4645 2.8730  0.12
83 H -4.7375 -3.1069 -3.8812  0.07

---

Formula: C2H4ClNO2
Source: OMol25
Level of theory: the ωB97M-V functional and the def2-TZVPD basis

Output
**Energy above the lowest of the compared OMol25 structures with the same formula, charge and spin**: 0.449 eV
**Maximum force**: 0.083 hartree/bohr
**SMILES**: N[C@@H](Cl)C(=O)O
**E_HOMO**: -10.78 eV

Last column: Löwdin charge in e.
Element x y z (Å)
1 C 0.2400 0.5087 -0.4078  -0.70
2 H 0.1428 0.4917 -1.6785  0.20
3 H -1.4321 1.5091 0.0804  0.06
4 H -1.0813 -1.2787 0.6192  0.12
5 O 1.9213 -1.2675 -0.2172  0.11
6 O -0.2445 -1.7572 0.2966  0.04
7 H -0.8269 0.3527 1.1669  0.11
8 Cl 1.5258 1.6960 0.0461  0.60
9 N -1.0309 0.6488 0.1922  0.01
10 C 0.7857 -0.9036 -0.0978  -0.54

---

Formula: C4H9NO
Source: OMol25
Level of theory: the ωB97M-V functional and the def2-TZVPD basis

Output
**Energy above the lowest of the compared OMol25 structures with the same formula, charge and spin**: 1.234 eV
**Maximum force**: 0.009 hartree/bohr
**SMILES**: C=CNC=O.C
**E_HOMO**: -9.12 eV

Last column: Löwdin charge in e.
Element x y z (Å)
1 H -1.3802 -0.7912 -2.7675  0.02
2 C -1.2623 0.0773 1.7912  0.00
3 H 0.8031 1.5608 1.0653  0.14
4 H -2.0212 -0.6608 2.0233  0.05
5 C -0.8068 -0.2425 -2.0179  -0.04
6 C 2.0208 0.1731 0.1721  -0.35
7 N 0.9054 0.5791 0.8539  0.04
8 H -1.3873 -0.1694 -1.0955  0.00
9 H -1.4767 1.1140 2.0403  0.06
10 H -0.5893 0.7618 -2.3906  0.02
11 H 0.0902 -1.3240 0.9371  0.12
12 O 2.2378 -0.9663 -0.1807  0.02
13 H 2.7177 1.0071 -0.0260  0.13
14 H 0.1298 -0.7684 -1.8124  0.01
15 C -0.1255 -0.2960 1.2090  -0.22

---

Formula: C5H13N2
Source: OMol25
Level of theory: the ωB97M-V functional and the def2-TZVPD basis

Output
**Energy above the lowest of the compared OMol25 structures with the same formula, charge and spin**: 2.679 eV
**Maximum force**: 0.042 hartree/bohr
**Total charge**: +1
**E_HOMO**: -14.53 eV

Last column: Löwdin charge in e.
Element x y z (Å)
1 H 0.0732 -3.6571 -0.2005  0.09
2 H 0.1722 0.7556 0.0938  0.08
3 C -0.4700 -2.7226 -0.3644  -0.08
4 H -1.0384 0.7009 -2.4396  0.10
5 C 0.5144 -1.6215 -0.6774  -0.30
6 N 0.2565 1.5554 0.8616  -0.02
7 H 2.2151 1.9601 0.4245  0.12
8 H 0.1455 -0.6779 -2.9455  0.10
9 H -0.6095 2.7245 2.3632  0.10
10 N -0.0874 -0.3308 -0.9199  -0.08
11 C -0.8605 1.8343 1.7811  -0.01
12 H -1.1395 -2.5255 0.5028  0.09
13 H 1.1811 -1.4931 0.1894  0.11
14 H -1.8024 1.9923 1.2551  0.10
15 C 1.3027 2.2746 0.9266  0.13
16 H 1.1480 -1.9033 -1.5258  0.12
17 H -1.1127 -2.8660 -1.2325  0.08
18 H -0.9772 0.9436 2.4207  0.11
19 C -0.2641 -0.0396 -2.1612  0.05
20 H 1.3529 3.0957 1.6480  0.12

---

Formula: C23H26N4O4S2
Source: OMol25
Level of theory: the ωB97M-V functional and the def2-TZVPD basis

Output
**Energy above the lowest of the compared OMol25 structures with the same formula, charge and spin**: 20.938 eV
**Maximum force**: 0.325 hartree/bohr
**E_HOMO**: -7.15 eV

Last column: Löwdin charge in e.
Element x y z (Å)
1 C -0.6869 1.5124 -2.5716  -0.51
2 H -0.8593 1.1930 -4.6277  0.12
3 H 4.6275 2.4657 2.5987  0.03
4 C -0.3608 0.5446 0.8034  -0.29
5 C 1.1385 2.0769 1.6254  -0.75
6 S 2.0502 2.5575 2.8634  1.05
7 H -1.5061 -0.9526 -3.9527  0.05
8 O 3.7979 -0.1443 2.1993  0.11
9 H 0.1172 -4.1477 -1.7649  0.12
10 C -2.0321 -0.3654 -1.8500  -0.03
11 C -3.9920 2.0532 4.5978  0.01
12 C 2.3778 -0.2135 -1.8520  -0.04
13 C -1.3016 0.8051 -1.6345  -0.19
14 H 3.8925 3.0757 1.0780  0.08
15 N 3.4704 0.7936 0.0854  0.15
16 H -4.0346 2.7394 3.6910  0.13
17 H -1.8027 -1.4214 -1.6043  0.12
18 C -0.9579 -4.6267 -3.6939  -0.01
19 O -1.1986 -0.6620 1.1131  -0.20
20 C 1.7721 -2.4886 -0.4622  -0.02
21 H -4.4992 1.1896 4.5414  0.05
22 C 1.1201 -2.2661 -1.7364  -0.33
23 C 1.4617 -1.1127 -2.4565  -0.01
24 H -0.3324 -5.5720 -3.8121  0.15
25 C 3.6665 0.8099 1.5601  -0.53
26 N 0.3292 1.0329 1.8649  0.09
27 O 0.0180 -2.6416 -4.1856  0.14
28 H 2.7290 0.7786 -2.4575  0.16
29 H -0.1081 -0.6830 2.8862  0.08
30 H 1.3156 -3.3145 0.1358  0.12
31 C 2.3333 -1.3263 0.0864  -0.06
32 H -1.2623 -4.5433 -4.7457  0.12
33 C 0.1750 0.2084 3.3875  0.05
34 H -0.5345 0.6231 5.2797  0.23
35 N 1.1340 2.5607 0.4465  0.10
36 C -2.0384 -0.0799 -3.6853  -0.10
37 N 0.5427 -3.3283 -2.1943  0.10
38 C 3.9476 2.3096 1.8658  -0.05
39 H -2.3881 2.0080 -4.0485  0.18
40 O -2.5424 1.8954 4.7191  -0.10
41 H -0.1079 1.9667 4.3043  -0.01
42 C 2.6805 -0.1896 -0.5308  -0.34
43 H 3.4353 1.6254 -0.2925  0.03
44 C -1.9810 1.2942 3.7686  -0.42
45 H -1.8724 -4.7183 -3.0171  0.15
46 C -0.6608 1.2621 4.1432  -0.14
47 H 2.6279 -1.8237 1.3550  0.21
48 H -1.9376 1.6798 2.9637  0.05
49 H -3.1538 -0.0256 -3.9651  0.13
50 H -2.4577 0.3847 3.6257  0.15
51 C -0.3573 1.1391 -0.3108  -0.09
52 C -1.5128 1.2133 -3.7231  -0.32
53 C -0.2303 -3.5405 -3.5692  -0.56
54 H 1.1515 -1.1178 -3.5919  0.14
55 C 0.5965 2.0978 -0.4391  -0.55
56 H -4.4246 2.5864 5.3318  0.05
57 H -2.9880 -0.1192 -1.5473  0.08
58 S 0.3668 2.8743 -2.1507  1.02
59 H 1.2466 0.0676 3.5519  0.09

---

Formula: C4H8S
Source: OMol25
Level of theory: the ωB97M-V functional and the def2-TZVPD basis

Output
**Energy above the lowest of the compared OMol25 structures with the same formula, charge and spin**: 6.223 eV
**Maximum force**: 0.200 hartree/bohr
**E_HOMO**: -8.81 eV

Last column: Löwdin charge in e.
Element x y z (Å)
1 H 1.0812 -2.2182 1.4017  0.17
2 H -2.0387 -0.0991 -1.4638  0.10
3 H -2.4154 1.8058 -0.1165  -0.13
4 H 2.8857 -0.7601 0.6860  0.17
5 C -1.1929 0.6864 -1.2796  -0.75
6 C 0.6539 -0.5403 0.1184  -0.40
7 H 1.1847 -0.2156 2.2232  0.11
8 C -0.4616 0.1382 0.0829  -0.26
9 H -0.9983 0.4503 1.0762  0.12
10 H 1.4461 -1.0752 -0.9189  0.18
11 H -0.1644 0.4630 -2.0291  0.15
12 S -1.5619 2.2323 -0.9849  0.76
13 C 1.5817 -0.8676 1.2044  -0.22